1.
Molecular formula: C27H64N21O9
Method: DFT, wB97M-V/def2-TZVPD

Last column: Mulliken charge in e.
CARTESIAN COORDINATES (ANGSTROEM)
C: -0.6685 -3.1368 -0.5124  -1.4506
C: -0.2940 -1.6792 -0.2901  0.4831
C: 0.9181 -1.3038 -1.1771  -1.5175
C: 1.1107 0.1496 -1.0584  0.6328
N: 0.6713 1.0712 -1.8966  -0.3847
C: 1.0242 2.2535 -1.3975  -0.0136
N: 0.7255 3.4107 -1.9810  0.4445
C: 1.1553 4.7148 -1.4960  -1.2834
N: 2.5687 5.0141 -1.7869  -0.5858
C: -0.1022 3.3418 -3.1994  -1.4765
C: -1.5616 3.0587 -2.8633  0.6904
C: -2.2502 4.2410 -2.2105  -0.6445
C: -3.6950 3.9156 -1.8606  -0.2041
N: -4.4260 5.1212 -1.4623  -0.7476
N: 1.7083 2.1003 -0.2250  0.3428
C: 2.2889 2.9731 0.7777  -0.6434
C: 1.2258 3.5141 1.7610  -0.3329
C: 1.1516 2.6840 3.0426  -0.8598
N: 2.2603 2.9425 3.9834  -0.6080
N: 1.7419 0.7443 -0.0564  -0.0198
O: 2.3123 0.1332 1.0246  -0.0936
O: -1.2796 -0.7293 -0.6076  -0.0647
C: -2.3964 -0.7151 0.2700  -1.3543
C: -3.6015 -0.1742 -0.4661  1.0110
C: -4.5650 0.5812 0.1963  -0.5718
C: -5.6497 1.0813 -0.5214  -0.5826
C: -5.7736 0.8444 -1.8900  -0.5428
C: -4.8181 0.0858 -2.5588  -0.6745
C: -3.7344 -0.4193 -1.8365  -0.3401
H: -1.7361 -3.2977 -0.4091  0.3648
H: -0.3420 -3.5379 -1.4665  0.4344
H: -0.2017 -3.7150 0.2771  0.3453
H: 0.0523 -1.5748 0.7435  0.3209
H: 0.6355 -1.4847 -2.2081  0.4453
H: 1.8011 -1.8594 -0.8845  0.3888
H: 0.9586 4.8195 -0.4355  0.3545
H: 0.5820 5.4693 -2.0132  0.6785
H: 2.6141 5.1289 -2.7962  0.3053
H: 3.1060 4.1671 -1.6303  0.3543
H: -0.0641 4.3124 -3.6822  0.6171
H: 0.2854 2.5969 -3.8849  0.5211
H: -1.6371 2.2052 -2.1955  -0.4332
H: -2.0831 2.8413 -3.7932  0.4931
H: -2.2739 5.1343 -2.8358  0.2108
H: -1.7679 4.5356 -1.2743  0.0241
H: -3.7235 3.1728 -1.0601  0.0737
H: -4.1738 3.4704 -2.7311  0.4825
H: -5.3803 5.0337 -1.7817  0.2755
H: -4.4688 5.1983 -0.4477  0.3603
H: 3.0059 2.4016 1.3557  0.7142
H: 2.8273 3.8002 0.3321  -0.0193
H: 1.4039 4.5586 1.9973  0.3996
H: 0.2524 3.4584 1.2714  0.3047
H: 1.0772 1.6241 2.8100  0.1632
H: 0.2288 2.9659 3.5413  0.4771
H: 1.9939 3.7340 4.5542  0.3107
H: 3.0728 3.2523 3.4614  0.2407
H: 3.0874 -0.3363 0.6816  0.3472
H: -2.1763 -0.0109 1.0787  0.2711
H: -2.5907 -1.6943 0.7013  0.5365
H: -4.4541 0.7718 1.2536  0.4208
H: -6.3843 1.6846 -0.0076  0.4000
H: -6.6043 1.2517 -2.4466  0.4494
H: -4.8706 -0.1130 -3.6165  0.4467
H: -3.0038 -1.0048 -2.3681  0.3670
C: 1.0998 -5.8439 2.3435  0.5923
O: 0.5529 -5.7215 1.2527  -0.6531
N: 0.6826 -5.1597 3.4481  -0.2930
N: 2.1675 -6.6631 2.5359  -0.2536
H: 1.1146 -5.2388 4.3496  0.1700
H: -0.1003 -4.5435 3.3396  0.1702
H: 2.4926 -7.1846 1.7409  0.0907
H: 2.6325 -6.7871 3.4153  0.1574
C: 3.2309 -2.2180 3.8810  0.6489
O: 2.3246 -2.3477 4.6861  -0.6849
N: 3.5801 -3.2022 3.0028  -0.1281
N: 3.9748 -1.0665 3.8004  -0.3947
H: 4.3235 -3.1207 2.3349  0.1247
H: 3.0575 -4.0588 3.0419  0.0261
H: 3.7435 -0.3246 4.4358  0.2222
H: 4.7378 -0.9435 3.1628  0.1763
C: 6.3644 -5.5045 4.0869  0.6105
O: 5.8406 -5.4039 2.9886  -0.6054
N: 5.9165 -4.8019 5.1715  -0.3117
N: 7.4307 -6.3244 4.3163  -0.4144
H: 6.3264 -4.8673 6.0835  0.1689
H: 5.1323 -4.1912 5.0306  0.1868
H: 7.7777 -6.8538 3.5388  0.2280
H: 7.8731 -6.4228 5.2097  0.1565
C: 1.8022 -9.8276 -0.0885  0.6379
O: 1.9975 -9.8823 1.1130  -0.6284
N: 2.2105 -10.8139 -0.9435  -0.3918
N: 1.1558 -8.7717 -0.6741  -0.3266
H: 2.0572 -10.7896 -1.9329  0.1581
H: 2.6844 -11.6005 -0.5417  0.2257
H: 0.8351 -8.0309 -0.0734  0.1832
H: 0.9825 -8.7074 -1.6584  0.1535
C: 6.9282 4.5007 -1.0980  0.5855
O: 7.2288 4.9486 -0.0103  -0.6159
N: 7.8057 3.8005 -1.8789  -0.3717
N: 5.6693 4.6622 -1.6276  -0.3346
H: 7.5760 3.4296 -2.7806  0.1655
H: 8.7330 3.6704 -1.5199  0.2251
H: 5.0093 5.1865 -1.0823  0.1757
H: 5.3920 4.3040 -2.5212  0.1688
C: -6.7135 -1.5770 -6.0098  0.6819
O: -5.5914 -1.8549 -5.6249  -0.6256
N: -7.0458 -0.3283 -6.4637  -0.3924
N: -7.7304 -2.4894 -6.0199  -0.3972
H: -7.9613 -0.0801 -6.7859  0.1630
H: -6.3206 0.3630 -6.4751  0.2183
H: -7.5191 -3.4135 -5.6939  0.2167
H: -8.6593 -2.2830 -6.3330  0.1621
C: -5.6630 5.9333 2.1688  0.6092
O: -4.8910 5.3007 1.4610  -0.6574
N: -6.4887 6.8937 1.6651  -0.3560
N: -5.7529 5.7238 3.5131  -0.4304
H: -7.1282 7.4243 2.2249  0.1764
H: -6.4400 7.0726 0.6795  0.2055
H: -5.1573 5.0222 3.9099  0.2134
H: -6.3771 6.2290 4.1122  0.1575

Cartesian forces (eV/Å) of the 2 atoms listed first:
-0.008 0.035 0.461
0.757 -0.348 -0.176

## Properties
HOMO energy: -10.40 eV
Net charge: +1
Lowest unoccupied orbital energy: -2.438 eV
HOMO-LUMO gap: 7.962 eV



2.
Molecular formula: C27H65F2N8O10S2V
Method: DFT, wB97M-V/def2-TZVPD

Last column: Mulliken charge in e.
CARTESIAN COORDINATES (ANGSTROEM)
O: 41.5041 -1.7343 -9.8408  -0.1874
V: 40.0482 -1.4023 -10.2956  1.3502
N: 40.5555 -0.4043 -12.0642  1.0100
S: 41.8268 0.7123 -12.3405  0.3906
O: 41.4369 2.1003 -12.3806  -0.5235
O: 43.0294 0.2298 -13.0945  -0.3742
F: 42.1637 0.6495 -10.7630  -0.0799
S: 40.1227 -0.1285 -13.5518  0.4056
O: 40.9484 -0.8669 -14.5755  -0.5169
O: 39.3974 1.1268 -13.8877  -0.6196
F: 38.8421 -1.0723 -13.4759  -0.1686
C: 36.2415 0.3924 -19.1448  -1.0253
C: 37.5767 -0.0309 -19.7783  -0.5692
N: 38.5900 0.9792 -19.7850  0.0501
C: 38.1765 2.2436 -20.3585  -0.2882
C: 37.6515 2.1320 -21.7751  -1.3573
C: 39.1208 1.2605 -18.4670  -0.4366
C: 40.1782 0.1436 -18.0842  -1.0726
H: 35.5881 -0.4787 -19.0949  0.2998
H: 35.6782 0.9311 -19.9067  0.2926
H: 36.2013 1.0211 -18.2553  0.3292
H: 37.9723 -0.9038 -19.2590  0.2554
H: 37.4059 -0.4094 -20.7860  0.3789
H: 39.0755 2.8597 -20.3386  0.4636
H: 37.3635 2.6546 -19.7601  0.3132
H: 36.6256 1.7697 -21.7093  0.2531
H: 38.2212 1.4970 -22.4536  0.3443
H: 37.6594 3.0315 -22.3907  0.3907
H: 39.6675 2.2012 -18.4009  0.4240
H: 38.3078 1.3674 -17.7489  0.1866
H: 39.6504 -0.8091 -18.0423  0.1782
H: 41.0166 -0.0376 -18.7569  0.3363
H: 40.7643 0.2221 -17.1685  0.2667
C: 45.1339 1.6089 -9.9401  -1.2906
C: 44.2789 1.9155 -8.6283  -0.0062
N: 44.8682 3.0798 -7.9208  -0.0289
C: 44.5711 4.3108 -8.7694  0.0734
C: 45.2810 5.4899 -8.1186  -1.4721
C: 44.4389 3.2362 -6.5032  -0.3378
C: 44.8216 2.0388 -5.5632  -1.4047
H: 45.1235 2.4878 -10.5848  0.2662
H: 44.5980 0.7923 -10.4239  0.3054
H: 46.1488 1.2873 -9.7060  0.3550
H: 43.2699 2.1144 -8.9897  -0.1570
H: 44.3578 1.1026 -7.9065  0.4692
H: 44.9950 4.2655 -9.7726  0.3124
H: 43.4836 4.2934 -8.6971  -0.0148
H: 46.3437 5.2519 -8.1666  0.3314
H: 45.0566 6.3931 -8.6860  0.4275
H: 44.8938 5.7064 -7.1230  0.3832
H: 43.4580 3.6963 -6.3842  0.3636
H: 44.9947 4.0597 -6.0547  0.3221
H: 44.1552 1.1762 -5.5603  0.3093
H: 44.7504 2.3900 -4.5338  0.4566
H: 45.8400 1.6519 -5.5272  0.3191
C: 46.5111 -0.3619 -14.7484  0.2310
O: 47.7286 -0.0327 -14.7166  -0.6443
N: 46.1687 -1.5963 -14.4000  0.1153
C: 44.7297 -2.0005 -14.7105  -0.8578
C: 47.0526 -2.7604 -14.2783  -1.0580
H: 45.6082 0.2531 -14.8855  0.3208
H: 44.0662 -1.1374 -14.6565  0.0847
H: 44.4456 -2.8271 -14.0593  0.3494
H: 44.6716 -2.4006 -15.7228  0.4048
H: 48.0789 -2.5279 -14.5625  0.4157
H: 47.2696 -3.0532 -13.2510  0.2988
H: 46.8628 -3.5868 -14.9632  0.3443
C: 39.2997 -4.3310 -12.0052  -0.0127
O: 39.6171 -3.3616 -11.3185  -0.7314
N: 40.0681 -4.8290 -12.9630  0.1612
C: 39.5278 -5.8615 -13.8611  -1.0510
C: 41.2469 -4.2498 -13.5000  -0.8603
H: 38.2742 -4.7214 -11.9147  0.4204
H: 38.8912 -6.6139 -13.3956  0.3945
H: 40.2661 -6.5523 -14.2683  0.3478
H: 38.9677 -5.4697 -14.7101  0.3740
H: 41.0494 -3.8218 -14.4828  0.4201
H: 41.5046 -3.3475 -12.9453  0.1080
H: 42.1097 -4.9123 -13.5692  0.3222
C: 36.0680 -2.8773 -14.7825  0.3816
O: 36.4313 -1.6317 -14.6758  -0.6685
N: 35.2767 -3.3544 -15.7377  0.1890
C: 34.8374 -4.7342 -15.6978  -0.9838
C: 34.8444 -2.4655 -16.8211  -1.0337
H: 36.3909 -3.6845 -14.1069  0.0908
H: 35.0859 -5.3037 -14.8022  0.3238
H: 35.2299 -5.1952 -16.6042  0.3499
H: 33.7514 -4.7042 -15.6096  0.3691
H: 33.8015 -2.2193 -16.6216  0.3535
H: 35.5281 -1.6343 -16.9934  0.2770
H: 34.7663 -3.0506 -17.7375  0.3848
C: 40.2773 1.2718 -8.2179  -0.0253
O: 40.2594 0.4074 -9.0406  -0.5417
N: 39.7881 2.4271 -8.5948  0.1902
C: 39.4131 2.7801 -9.9581  -0.8647
C: 39.9472 3.6241 -7.7695  -0.8381
H: 40.6838 1.2228 -7.1959  0.3535
H: 40.1489 3.5266 -10.2571  0.4050
H: 38.4735 3.3301 -9.9067  0.4372
H: 39.2885 1.9616 -10.6671  -0.0228
H: 39.8968 3.3786 -6.7087  0.3730
H: 40.8843 4.1476 -7.9591  0.2297
H: 39.0417 4.1916 -7.9839  0.2979
C: 36.8574 -0.9910 -11.3188  0.0469
O: 38.0030 -0.8667 -10.8311  -0.3436
N: 36.1043 0.0866 -11.4629  0.2482
C: 34.7824 -0.0274 -12.0811  -0.8440
C: 36.4934 1.4092 -11.2146  -1.1999
H: 36.3589 -1.9398 -11.5708  0.4145
H: 34.5722 0.7974 -12.7620  0.3670
H: 33.9619 -0.1212 -11.3696  0.3188
H: 34.7848 -0.9710 -12.6266  0.1707
H: 37.1413 1.4224 -10.3382  0.3371
H: 36.9153 1.8316 -12.1266  0.3876
H: 35.6253 1.9687 -10.8660  0.4900

Cartesian forces (eV/Å) of the 2 atoms listed first:
-1.949 -0.486 -0.454
1.527 0.479 -0.464

## Properties
HOMO energy (alpha / beta): -9.61 / -9.61 eV
Relative energy (zero: lowest compared OMol25 entry of this formula, charge and spin): 4.9782 eV
Net charge: +1
Lowest unoccupied orbital energy (alpha / beta): -4.775 / -4.407 eV
Multiplicity: 2
HOMO-LUMO gap (alpha / beta): 4.836 / 5.204 eV



M, record by record: 826.95; 814.94 g/mol